{"formula": "C3H6N2O", "method": "ωB97M-V/def2-TZVPD", "elements": ["C", "C", "N", "N", "C", "O", "H", "H", "H", "H", "H", "H"], "coordinates": [[-1.11049, 0.54433, 0.90852], [-0.05584, 0.00204, 0.00528], [-0.32300, -0.09776, -1.40876], [1.34497, 0.16960, 0.40324], [0.90563, -1.10549, -0.07481], [0.89201, -1.10491, -1.49227], [-2.08948, 0.10690, 0.70124], [-1.18046, 1.63620, 0.80172], [-0.81724, 0.33432, 1.93696], [-0.31873, 0.85542, -1.83790], [1.92450, 0.62954, -0.29585], [0.98851, -2.02988, 0.48904]], "largest_force_ev_per_a": 2.0, "homo_ev": -9.71, "smiles": "C[C@]12NO[C@H]1N2", "total_charge": 0}


{"formula": "C3H6N2O", "method": "ωB97M-V/def2-TZVPD", "elements": ["C", "C", "C", "N", "N", "O", "H", "H", "H", "H", "H", "H"], "coordinates": [[1.02657, 0.88992, 0.17825], [1.78607, -0.18374, -0.11704], [-0.40015, 0.73436, 0.16753], [-0.73914, -0.55376, 0.49734], [-1.61358, -1.16232, -0.18179], [1.38683, -1.38444, -0.11283], [1.44646, 1.96101, 0.23337], [2.81992, -0.15882, -0.23498], [-0.71046, 1.34844, 1.18854], [-1.03685, 1.19661, -0.60795], [-1.76681, -0.74616, -1.17958], [-2.19885, -1.94110, 0.16914]], "largest_force_ev_per_a": 4.2, "homo_ev": [-7.14, -7.13], "total_charge": 0}


{"formula": "C3H6N2O", "method": "ωB97M-V/def2-TZVPD", "elements": ["C", "C", "N", "C", "N", "O", "H", "H", "H", "H", "H", "H"], "coordinates": [[-0.47956, -0.82696, -1.03365], [0.92630, -0.00341, 0.47680], [1.44633, 1.16330, -0.03702], [-1.75715, -0.13458, 0.78355], [-1.59918, -0.64084, -0.32355], [1.63400, -0.88062, 0.93727], [2.42243, 1.36193, 0.13448], [0.83788, 1.94523, -0.21459], [-0.37309, -0.24169, -1.94122], [-0.08004, -1.83514, -1.05384], [-2.69460, -0.05891, 1.32820], [-0.28331, 0.15168, 0.94356]], "largest_force_ev_per_a": 0.4, "homo_ev": -8.42, "total_charge": 0}


{"formula": "C3H6N2O", "method": "ωB97M-V/def2-TZVPD", "elements": ["C", "C", "N", "N", "C", "O", "H", "H", "H", "H", "H", "H"], "coordinates": [[-0.44257, 0.03823, 1.50696], [-0.39228, 0.05980, -2.00654], [-0.96857, 1.14139, -2.05398], [0.02769, -1.09067, -2.02514], [0.99061, -0.28618, 1.18717], [1.60993, 0.20066, 0.27005], [-0.92909, 0.50995, 0.65087], [-0.46595, 0.73165, 2.35725], [-0.99379, -0.86010, 1.80037], [-0.86200, 1.76102, -1.25971], [0.98625, -1.22819, -2.32280], [1.48066, -1.00633, 1.87488]], "largest_force_ev_per_a": 0.6, "homo_ev": -10.20, "smiles": "N=C=N.CC=O", "total_charge": 0}


{"formula": "C3H6N2O", "method": "ωB97M-V/def2-TZVPD", "elements": ["C", "C", "O", "N", "C", "N", "H", "H", "H", "H", "H", "H"], "coordinates": [[1.73315, -1.19961, -0.69018], [0.64809, 0.70050, -0.75888], [1.20828, -0.15653, 0.13347], [-0.58081, 1.01837, -0.32922], [-1.26779, 0.65957, 0.84005], [-2.48828, 0.98121, 0.93643], [1.96365, -2.02719, -0.02481], [0.95714, -1.51390, -1.39746], [2.60390, -0.85585, -1.25380], [-1.14341, 1.51626, -1.00321], [-0.64977, 0.14729, 1.57811], [-2.86484, 0.69566, 1.83765]], "largest_force_ev_per_a": 0.6, "homo_ev": -8.77, "total_charge": 0}


{"formula": "C3H6N2O", "method": "ωB97M-V/def2-TZVPD", "elements": ["C", "C", "N", "N", "C", "O", "H", "H", "H", "H", "H", "H"], "coordinates": [[-0.63520, 0.29872, 0.92374], [-0.35628, 0.18651, -0.81848], [-0.84068, 0.95113, -1.70347], [0.49639, -0.88187, -0.96001], [1.21519, -0.77800, 0.30591], [2.12861, -0.02548, 0.48572], [-1.37307, 1.05500, 0.79600], [0.05754, 0.69121, 1.71310], [-1.09383, -0.58966, 1.40170], [-1.49032, 1.66740, -1.37263], [1.06893, -1.03742, -1.78880], [0.85477, -1.53513, 1.01186]], "largest_force_ev_per_a": 2.2, "homo_ev": -10.00, "smiles": "[H]/N=C(\\C)NC=O", "total_charge": 0}


{"formula": "C3H6N2O", "method": "ωB97M-V/def2-TZVPD", "elements": ["C", "N", "C", "N", "C", "O", "H", "H", "H", "H", "H", "H"], "coordinates": [[-0.65981, -0.14905, 1.50678], [-0.04283, 0.51643, 0.37988], [-0.62477, 0.81060, -0.65397], [-1.19893, 1.30826, -1.60317], [1.54075, -0.62708, -0.57020], [1.30512, -1.76910, -0.24514], [-0.29566, -1.18044, 1.58326], [-1.74479, -0.14755, 1.38784], [-0.38776, 0.39919, 2.41014], [1.13027, -0.15565, -1.49670], [-1.29375, 0.91543, -2.52411], [2.27819, 0.02733, -0.07779]], "largest_force_ev_per_a": 1.1, "homo_ev": -9.54, "smiles": "CN=C=N.C=O", "total_charge": 0}


{"formula": "C3H6N2O", "method": "ωB97M-V/def2-TZVPD", "elements": ["N", "C", "C", "O", "C", "N", "H", "H", "H", "H", "H", "H"], "coordinates": [[-1.03410, -0.32842, 0.25933], [-1.01194, 0.11878, -1.11227], [-0.00525, 0.66434, -0.17899], [0.93521, -0.75636, 1.88694], [1.38733, 0.35983, -0.51898], [2.44735, 0.28407, -0.98368], [0.06617, -0.92643, 1.48010], [-1.77826, 0.14163, 0.78284], [-0.65168, -0.65779, -1.77952], [-1.78641, 0.77490, -1.47519], [-0.08210, 1.64391, 0.28050], [1.51368, -1.31847, 1.35893]], "largest_force_ev_per_a": 1.4, "homo_ev": -10.79, "smiles": "N#C[C@H]1CN1.O", "total_charge": 0}


{"formula": "C3H6N2O", "method": "ωB97M-V/def2-TZVPD", "elements": ["C", "N", "C", "N", "C", "O", "H", "H", "H", "H", "H", "H"], "coordinates": [[1.71564, -0.74447, -0.17793], [0.87595, 0.34499, 0.28934], [-0.45331, 0.47514, 0.18825], [-1.08732, -0.53028, -0.42709], [-2.79135, 1.62411, 0.51795], [-2.67448, 2.61198, 1.07306], [1.45050, -1.69213, 0.30800], [2.75666, -0.51886, 0.06375], [1.63821, -0.87118, -1.26534], [1.34171, 1.10563, 0.75554], [-0.68178, -1.37269, -0.82227], [-2.09044, -0.43224, -0.50326]], "largest_force_ev_per_a": 1.4, "homo_ev": -8.15, "total_charge": 0}


{"formula": "C3H6N2O", "method": "ωB97M-V/def2-TZVPD", "elements": ["N", "C", "O", "C", "C", "N", "H", "H", "H", "H", "H", "H"], "coordinates": [[-1.57631, 0.16052, -0.83154], [-1.18073, 0.11302, 0.47622], [-1.95706, 0.18492, 1.41140], [0.29547, -0.07272, 0.71039], [1.23085, -0.66184, -0.28080], [1.19479, 0.77613, -0.07533], [-2.52698, 0.46175, -0.98799], [-0.89992, 0.40860, -1.53783], [0.51417, -0.23167, 1.76317], [0.86221, -0.99335, -1.24886], [2.07181, -1.23629, 0.10183], [1.97169, 1.09092, 0.49934]], "largest_force_ev_per_a": 0.4, "homo_ev": -9.72, "smiles": "NC(=O)[C@H]1CN1", "total_charge": 0}


{"formula": "C3H6N2O", "method": "ωB97M-V/def2-TZVPD", "elements": ["N", "C", "C", "O", "C", "N", "H", "H", "H", "H", "H", "H"], "coordinates": [[0.11829, -0.07040, -1.70814], [-0.07713, -0.33806, -0.45027], [0.81236, -0.44791, 0.72291], [-0.14475, -0.21977, 1.67374], [-1.09455, 0.04398, 0.61393], [-2.23654, 0.53019, 0.63247], [-0.78160, 0.09895, -2.15817], [1.78004, 1.01754, -1.23970], [0.24659, -1.65948, -0.04293], [1.81839, -0.63339, 1.07775], [2.29024, 1.14801, -0.69181], [-2.50285, 0.75625, 1.59406]], "largest_force_ev_per_a": 2.8, "homo_ev": [-8.77, -8.77], "total_charge": 0}


{"formula": "C3H6N2O", "method": "ωB97M-V/def2-TZVPD", "elements": ["C", "C", "O", "N", "C", "N", "H", "H", "H", "H", "H", "H"], "coordinates": [[-0.16999, 0.17699, -1.38199], [0.23101, -1.36935, 0.04775], [0.00262, -2.49547, 0.00936], [0.70007, -0.36495, 1.68605], [-0.14617, 0.61812, 1.40606], [0.03732, 1.34091, 0.31449], [-0.76918, -0.65419, -1.76020], [-0.68496, 1.09704, -1.65315], [0.83778, 0.16368, -1.78554], [1.57678, -0.13524, 1.21144], [-1.08548, 0.63483, 1.96985], [-0.73672, 1.99300, 0.17983]], "largest_force_ev_per_a": 1.2, "homo_ev": [-9.16, -9.16], "total_charge": 0}


{"formula": "C3H6N2O", "method": "ωB97M-V/def2-TZVPD", "elements": ["O", "N", "C", "C", "N", "C", "H", "H", "H", "H", "H", "H"], "coordinates": [[2.12492, -0.70796, 0.95197], [1.52253, 0.49540, 0.58525], [0.41848, 0.25276, 0.02331], [-0.67776, 1.15755, -0.47241], [-1.61226, 0.00130, -0.27861], [-0.46327, -0.94703, -0.12225], [2.91674, -0.41643, 1.41826], [-0.60682, 1.44536, -1.52680], [-0.76377, 2.10290, 0.08952], [-2.12941, -0.22907, -1.12564], [-0.22125, -1.54708, -1.01286], [-0.50834, -1.60790, 0.74983]], "largest_force_ev_per_a": 0.9, "homo_ev": -9.22, "smiles": "ON=C1CNC1", "total_charge": 0}


{"formula": "C3H6N2O", "method": "ωB97M-V/def2-TZVPD", "elements": ["C", "N", "C", "N", "C", "O", "H", "H", "H", "H", "H", "H"], "coordinates": [[2.37907, -0.04823, 0.13995], [-0.83459, 0.06467, 0.29409], [-1.51813, -0.82442, -0.21330], [-2.26326, -1.68997, -0.60308], [-1.52037, 1.29261, 0.28067], [-0.93900, 2.32152, 0.45379], [2.30691, -1.03978, 0.59551], [3.32492, 0.42450, 0.41847], [2.32371, -0.15151, -0.95008], [1.55089, 0.55509, 0.50674], [-2.02359, -2.16088, -1.45973], [-2.63118, 1.24381, 0.13801]], "largest_force_ev_per_a": 1.3, "homo_ev": -10.65, "smiles": "N=C=NC=O.C", "total_charge": 0}


{"formula": "C3H6N2O", "method": "ωB97M-V/def2-TZVPD", "elements": ["C", "C", "O", "N", "C", "N", "H", "H", "H", "H", "H", "H"], "coordinates": [[1.43231, 0.20877, 0.23802], [-0.80788, -0.96806, -2.04810], [-1.78696, -0.96672, -2.62526], [-1.44108, -0.77689, 0.68972], [-0.97497, 0.38563, 0.93039], [0.33018, 0.82269, 0.94902], [1.21419, 0.06748, -0.82744], [2.29124, 0.87947, 0.32338], [1.72540, -0.76410, 0.65087], [-0.67650, -1.42985, 0.50599], [-1.68760, 1.18111, 1.17754], [0.43875, 1.79992, 1.15517]], "largest_force_ev_per_a": 1.7, "homo_ev": -9.03, "total_charge": 0}


{"formula": "C3H6N2O", "method": "ωB97M-V/def2-TZVPD", "elements": ["N", "C", "C", "O", "C", "N", "H", "H", "H", "H", "H", "H"], "coordinates": [[-1.60176, -0.73904, 0.33292], [-0.69541, -0.04375, -0.55996], [0.54994, 0.57766, 0.13175], [0.87025, -0.03715, 1.36096], [1.69392, 0.51952, -0.81432], [2.57100, 0.39630, -1.56322], [-1.07512, -1.21659, 1.05634], [-2.21510, -0.09707, 0.81536], [-0.36877, -0.73722, -1.34296], [-1.23707, 0.75592, -1.07615], [0.37437, 1.62293, 0.40318], [1.14184, -0.94970, 1.19700]], "largest_force_ev_per_a": 1.5, "homo_ev": -10.00, "smiles": "N#C[C@H](O)CN", "total_charge": 0}


{"formula": "C3H6N2O", "method": "ωB97M-V/def2-TZVPD", "elements": ["C", "N", "C", "N", "C", "O", "H", "H", "H", "H", "H", "H"], "coordinates": [[-1.58973, -0.47530, -0.40898], [-0.53906, 0.09738, 0.39557], [0.73531, 0.22837, -0.06076], [1.19411, 0.09881, -1.24897], [1.77389, 0.49965, 0.99694], [1.53648, 0.49009, 2.18143], [-1.90465, 0.18434, -1.22866], [-2.45915, -0.67648, 0.22057], [-1.25652, -1.42912, -0.83883], [-0.71991, 0.38427, 1.34320], [0.45175, -0.08671, -1.92469], [2.77747, 0.68471, 0.57319]], "largest_force_ev_per_a": 0.6, "homo_ev": -9.46, "smiles": "[H]/N=C(/C=O)NC", "total_charge": 0}


{"formula": "C3H6N2O", "method": "ωB97M-V/def2-TZVPD", "elements": ["C", "C", "N", "C", "N", "H", "H", "H", "H", "H", "H", "O"], "coordinates": [[0.54884, -2.32039, -1.05918], [-0.06061, -1.98488, -2.29058], [-0.06112, -0.59061, -2.44451], [0.82017, -0.20374, -1.56668], [1.19361, -1.15293, -0.69014], [0.94229, -3.25303, -0.52580], [-0.00086, -2.74625, -3.15691], [-0.22687, -0.08474, -3.30689], [1.42708, 0.79368, -1.73107], [-0.81751, 3.85607, 5.96619], [-2.34216, 3.95888, 5.57232], [-1.42285, 3.72794, 5.23325]], "largest_force_ev_per_a": 5.6, "homo_ev": -8.40, "smiles": "c1c[nH]cn1.O", "total_charge": 0}


{"formula": "C3H6N2O", "method": "ωB97M-V/def2-TZVPD", "elements": ["C", "C", "N", "C", "N", "H", "H", "H", "H", "H", "H", "O"], "coordinates": [[-0.93732, -0.93773, 1.68014], [-1.09578, 0.40131, 1.56530], [0.18020, 0.90217, 1.30456], [0.96948, -0.20396, 1.10174], [0.30208, -1.31969, 1.30849], [-1.72252, -1.64387, 1.98412], [-1.92671, 1.05010, 1.76078], [0.50508, 1.79850, 0.99252], [1.97725, -0.13891, 0.70286], [0.23386, -0.11329, -4.82686], [1.12831, -0.13034, -3.59142], [0.38607, 0.33571, -3.98222]], "largest_force_ev_per_a": 1.7, "homo_ev": -8.88, "smiles": "c1c[nH]cn1.O", "total_charge": 0}


{"formula": "C3H6N2O", "method": "ωB97M-V/def2-TZVPD", "elements": ["C", "C", "C", "N", "N", "O", "H", "H", "H", "H", "H", "H"], "coordinates": [[1.66815, -0.71359, -0.11165], [0.44296, 1.11930, -0.14943], [-1.56135, -0.40473, 0.09843], [0.55132, -1.15414, -0.46768], [-0.31383, -0.15326, -0.61653], [1.63621, 0.59638, 0.25454], [2.52300, -1.16954, 0.31404], [0.51614, 1.82056, -1.02973], [-0.00957, 1.38373, 0.87135], [-2.34890, -0.31781, -0.62116], [-1.49161, -1.37601, 0.43212], [-1.61252, 0.36912, 1.02571]], "largest_force_ev_per_a": 3.5, "homo_ev": -8.16, "smiles": "CN1COC=N1", "total_charge": 0}